1.
Molecular formula: C5H14
Method: DFT, ωB97M-V with the def2-TZVPD basis set

The geometry in XYZ format:
```
19
Properties=species:S:1:pos:R:3
C 1.999 1.621 -0.995
C 0.802 0.633 -0.976
C 1.071 -0.868 -0.772
H 1.379 2.523 -1.272
H 2.746 1.468 -1.714
H 2.346 1.709 0.047
H -0.011 1.068 -0.358
H 0.462 0.884 -2.075
H 1.974 -0.786 -0.258
H 0.178 -1.305 -0.310
H 1.125 -1.627 -1.634
C -2.326 -0.913 0.912
C -1.186 -0.530 1.609
H -3.056 -0.064 0.613
H -1.970 -1.271 -0.053
H -2.914 -1.591 1.562
H -0.401 -1.310 1.847
H -1.536 -0.086 2.617
H -0.683 0.443 1.208
```

Output
SMILES string: CCC.CC
Frontier orbital gap: 11.7 eV
HOMO level: -10.537 eV
Energy: -5409.93474 eV


2.
Molecular formula: C5H12O
Method: DFT, ωB97M-V with the def2-TZVPD basis set

The geometry in XYZ format:
```
18
Properties=species:S:1:pos:R:3
C 0.911 2.449 -0.175
C 0.219 1.297 -0.908
C -0.674 0.515 0.045
C -1.198 -0.757 -0.284
O -0.403 -1.609 1.166
C 0.539 -2.619 0.874
H 0.172 3.137 0.254
H 1.565 3.038 -0.828
H 1.513 2.064 0.655
H 0.969 0.652 -1.393
H -0.386 1.706 -1.734
H -0.081 -0.445 1.003
H -1.378 1.149 0.588
H -2.210 -1.051 -0.018
H -0.764 -1.305 -1.119
H 1.084 -2.924 1.781
H 1.268 -2.283 0.120
H 0.007 -3.481 0.457
```

Output
Frontier orbital gap: 9.1 eV
HOMO level: -8.120 eV
Energy: -7423.50004 eV


3.
Molecular formula: C54H108O18
Method: DFT, ωB97M-V with the def2-TZVPD basis set

The geometry in XYZ format:
```
180
Properties=species:S:1:pos:R:3
C 4.349 3.670 2.563
C 4.827 2.329 3.093
O 4.861 1.354 2.413
C 5.462 2.368 4.491
H 5.055 4.145 1.915
H 4.335 4.408 3.357
H 3.433 3.701 2.010
H 5.705 1.355 4.780
H 4.829 2.792 5.243
H 6.400 2.922 4.455
C -4.498 -0.910 -7.302
C -5.169 -0.974 -5.978
O -5.789 -1.923 -5.602
C -5.252 0.355 -5.203
H -3.883 0.028 -7.312
H -5.268 -0.728 -8.077
H -3.978 -1.858 -7.442
H -5.802 1.102 -5.803
H -4.244 0.817 -5.022
H -5.665 0.147 -4.210
C -0.554 -1.314 -3.375
C -1.479 -2.018 -4.367
O -2.209 -1.327 -5.099
C -1.473 -3.547 -4.465
H -0.762 -0.266 -3.344
H 0.482 -1.541 -3.686
H -0.639 -1.739 -2.367
H -2.415 -4.026 -4.590
H -0.896 -4.121 -3.740
H -1.001 -3.669 -5.447
C 4.274 0.388 -3.429
C 5.600 0.033 -2.846
O 6.185 -0.956 -3.260
C 5.925 0.777 -1.594
H 4.148 0.214 -4.540
H 4.011 1.395 -3.209
H 3.552 -0.154 -2.845
H 5.038 1.136 -1.050
H 6.538 1.621 -1.917
H 6.624 0.230 -0.892
C -0.897 1.847 -5.675
C 0.466 2.110 -5.134
O 0.629 2.117 -3.943
C 1.598 2.270 -6.099
H -1.538 2.712 -5.495
H -1.364 1.047 -5.086
H -0.925 1.653 -6.744
H 2.284 1.375 -5.860
H 2.252 3.067 -5.906
H 1.410 2.130 -7.134
C -5.453 -1.400 0.146
C -4.546 -1.817 -1.007
O -3.884 -0.954 -1.555
C -4.447 -3.277 -1.401
H -4.859 -1.704 1.033
H -6.372 -1.998 0.075
H -5.546 -0.326 0.182
H -5.336 -3.816 -0.914
H -3.494 -3.634 -1.108
H -4.476 -3.386 -2.496
C -1.571 -1.988 6.028
C -0.895 -0.832 5.385
O -1.194 -0.446 4.261
C 0.224 -0.219 6.158
H -0.927 -2.870 5.946
H -2.513 -2.189 5.578
H -1.608 -1.773 7.182
H 0.526 0.749 5.671
H 1.059 -0.911 6.066
H 0.000 -0.145 7.214
C -5.373 -1.706 5.018
C -6.303 -0.750 4.325
O -5.914 0.228 3.729
C -7.755 -1.076 4.477
H -5.635 -1.768 6.111
H -4.382 -1.328 5.007
H -5.573 -2.672 4.616
H -8.124 -1.050 5.543
H -7.914 -2.075 4.068
H -8.424 -0.485 3.886
C 3.607 -1.424 4.316
C 3.035 -2.751 4.750
O 2.274 -2.837 5.652
C 3.572 -4.012 4.045
H 3.094 -1.107 3.351
H 4.659 -1.401 4.039
H 3.511 -0.620 5.090
H 2.730 -4.539 3.703
H 4.027 -4.566 4.843
H 4.269 -3.839 3.279
C -4.275 4.182 3.034
C -3.152 3.435 3.606
O -2.512 3.872 4.555
C -2.855 2.091 3.011
H -5.178 3.782 3.437
H -4.535 4.079 1.988
H -4.169 5.317 3.255
H -2.882 2.047 1.889
H -3.606 1.430 3.412
H -1.897 1.706 3.431
C -4.989 2.347 -0.694
C -3.555 2.473 -1.094
O -2.666 2.517 -0.256
C -3.114 2.487 -2.526
H -5.378 3.362 -0.722
H -5.022 2.023 0.294
H -5.522 1.714 -1.347
H -2.052 2.390 -2.486
H -3.439 3.375 -3.080
H -3.505 1.683 -3.072
C 2.614 0.569 0.376
C 1.669 0.070 -0.646
O 1.989 -0.708 -1.564
C 0.253 0.584 -0.550
H 2.253 0.273 1.389
H 2.380 1.639 0.420
H 3.661 0.287 0.252
H 0.012 1.212 -1.360
H 0.100 1.230 0.325
H -0.496 -0.146 -0.572
C 7.888 2.283 -4.634
C 6.760 2.047 -5.623
O 5.649 2.583 -5.532
C 7.116 1.322 -6.928
H 8.231 1.358 -4.185
H 7.609 3.020 -3.913
H 8.657 2.647 -5.286
H 6.384 0.409 -7.068
H 8.178 1.004 -6.865
H 7.094 1.919 -7.920
C -0.252 4.650 -1.382
C 1.075 4.087 -1.004
O 1.195 3.427 0.027
C 2.294 4.278 -1.849
H -0.928 4.444 -0.559
H -0.601 4.155 -2.250
H -0.315 5.734 -1.566
H 3.166 3.926 -1.348
H 2.355 5.357 -1.887
H 2.243 3.896 -2.898
C 4.019 -3.211 -0.610
C 2.567 -3.369 -0.346
O 2.170 -3.135 0.760
C 1.762 -3.932 -1.445
H 4.502 -2.584 0.166
H 4.264 -2.808 -1.559
H 4.423 -4.212 -0.648
H 1.859 -3.301 -2.356
H 0.756 -4.214 -1.178
H 2.376 -4.827 -1.630
C 0.184 -6.204 0.997
C -1.189 -5.882 0.500
O -1.295 -5.090 -0.433
C -2.363 -6.477 1.219
H 0.160 -6.876 1.872
H 0.673 -5.275 1.183
H 0.723 -6.718 0.189
H -3.198 -6.346 0.560
H -2.433 -6.042 2.224
H -2.184 -7.558 1.363
C -0.615 -3.089 2.583
C -1.964 -2.460 2.264
O -2.977 -3.062 2.508
C -1.987 -1.195 1.509
H -0.142 -3.391 1.688
H -0.806 -3.907 3.267
H 0.117 -2.482 3.084
H -1.182 -0.548 1.637
H -2.922 -0.657 1.641
H -2.076 -1.491 0.460
C 1.800 5.540 4.631
C 1.840 4.074 4.905
O 2.670 3.645 5.656
C 0.869 3.150 4.121
H 1.912 5.679 3.536
H 2.515 5.979 5.288
H 0.749 5.801 4.994
H 1.252 2.148 4.030
H 0.616 3.603 3.111
H -0.020 3.028 4.695
```

Output
Frontier orbital gap: 9.6 eV
HOMO level: -9.021 eV
Energy: -94601.73052 eV